(1)
{"formula": "C6H14N2O2", "method": "the ωB97M-V functional and the def2-TZVPD basis", "total_charge": 0, "molar_mass_g_mol": 146.19, "homo_lumo_gap_ha": 0.3598, "spin_multiplicity": 1, "relative_energy_ev": 3.020, "smiles": "CNC(C)=O.CNC(C)=O", "e_tot_ha": -496.9466, "fmax_ha_per_bohr": 0.1167, "species": ["C", "C", "C", "O", "N", "H", "H", "H", "H", "H", "H", "H", "C", "C", "C", "O", "N", "H", "H", "H", "H", "H", "H", "H"], "coordinates": [[0.3021, 1.7589, -0.8502], [-2.7330, 1.3788, 1.3352], [-0.8015, 2.1063, 0.0805], [-1.1207, 3.2524, 0.2732], [-1.6928, 1.0724, 0.4058], [0.0815, 0.9660, -1.4803], [-1.4965, 0.0176, 0.1507], [-2.0584, 1.6597, 2.1631], [0.3000, 2.4608, -1.7033], [1.2538, 1.5873, -0.3256], [-3.3915, 2.1519, 0.8878], [-3.2894, 0.6384, 1.8024], [-0.3583, -2.5800, -0.2765], [2.8552, -0.6170, -0.2610], [1.6017, -1.2317, 0.2284], [1.0064, -1.0635, 1.3104], [0.8892, -2.0730, -0.6708], [1.4195, -2.4255, -1.4785], [-0.7760, -3.5368, -0.5190], [3.7408, -0.8538, 0.3824], [-0.5411, -2.2045, 0.8668], [-1.1300, -1.8032, -0.6045], [3.1026, -1.0668, -1.2317], [2.8361, 0.4055, -0.4851]], "forces_ev_per_a": [[0.948, 0.983, -0.269], [1.620, 2.360, 0.464], [-2.320, -1.543, -1.447], [0.265, 0.882, 1.076], [1.616, -3.430, -1.926], [-0.527, -2.664, -0.343], [-0.180, 3.339, 0.758], [-1.345, 1.282, 0.413], [0.674, 0.821, 1.131], [-0.359, 0.478, -0.483], [0.447, -0.191, 0.867], [-0.982, -2.149, -0.183], [-3.505, 3.887, 2.935], [1.888, -2.264, -0.319], [-3.953, -1.405, 1.221], [2.274, 1.043, -1.211], [3.500, 0.351, -0.487], [-0.813, 0.255, 0.636], [0.741, -0.641, -0.145], [-0.975, 0.348, -0.204], [1.034, -2.056, -2.277], [0.361, -1.131, -0.602], [-0.037, -0.088, 0.114], [-0.373, 1.537, 0.279]], "nbo_charge": [-0.72, -0.43, 0.66, -0.61, -0.64, 0.22, 0.40, 0.21, 0.24, 0.23, 0.21, 0.21, -0.46, -0.71, 0.67, -0.62, -0.64, 0.40, 0.23, 0.25, 0.27, 0.16, 0.21, 0.25]}

(2)
{"formula": "C5H4", "method": "the ωB97M-V functional and the def2-TZVPD basis", "total_charge": 0, "molar_mass_g_mol": 64.09, "homo_lumo_gap_ha": 0.3263, "spin_multiplicity": 1, "relative_energy_ev": 3.527, "e_tot_ha": -192.6645, "fmax_ha_per_bohr": 0.0425, "species": ["C", "C", "C", "C", "C", "H", "H", "H", "H"], "coordinates": [[0.0218, 1.5881, 0.4035], [-0.2464, 0.1961, -0.0877], [-0.1019, -1.0487, -0.1937], [0.0281, -2.3559, -0.3253], [0.1821, -3.6004, -0.4448], [-0.8709, 2.0853, 0.7970], [0.4878, 2.2259, -0.3563], [0.7355, 1.5248, 1.2386], [-0.9757, -0.4050, -1.0044]], "forces_ev_per_a": [[-0.103, -0.173, -0.110], [-0.652, -0.671, -0.927], [0.866, -0.052, 0.915], [0.082, -0.894, -0.093], [-0.073, 0.458, 0.036], [0.073, -0.216, -0.245], [-0.235, -0.258, 0.024], [-0.205, -0.258, -0.280], [0.248, 2.063, 0.680]], "nbo_charge": [-0.65, -0.14, 0.22, -0.64, 0.11, 0.25, 0.25, 0.26, 0.36]}

(3)
{"formula": "C3H2FInO4", "method": "the ωB97M-V functional and the def2-TZVPD basis", "total_charge": 3, "molar_mass_g_mol": 235.86, "homo_lumo_gap_ha": [0.2904, 0.3495], "spin_multiplicity": 2, "e_tot_ha": -704.9754, "fmax_ha_per_bohr": 0.1742, "species": ["C", "O", "H", "C", "O", "C", "O", "O", "In", "F", "H"], "coordinates": [[2.2006, 0.1990, -1.0316], [3.2531, 0.2166, -0.5973], [0.7886, 0.8927, 0.4624], [0.3673, -1.2794, -0.4244], [-0.8849, -0.7109, -0.2483], [-1.0926, 0.4750, 0.2834], [-0.1151, 1.2307, 0.6443], [-2.2613, 0.8007, 0.4759], [-3.3610, 2.0363, 1.1057], [0.6934, -1.9682, 0.6599], [0.4119, -1.8925, -1.3300]], "forces_ev_per_a": [[2.507, -1.037, 2.192], [-2.848, 0.257, -1.732], [-0.072, 0.417, 0.174], [-2.292, -4.353, 2.756], [2.072, 0.359, -0.854], [2.354, 0.191, 0.783], [-0.911, -0.291, -0.230], [3.862, -5.128, -2.801], [-5.827, 6.059, 3.100], [0.279, 2.899, -2.656], [0.876, 0.627, -0.732]], "lowdin_spin": [0.00, 0.00, 0.00, 0.00, 0.01, 0.02, 0.01, 0.22, 0.74, 0.00, 0.00]}

(4)
{"formula": "C2H3N3O3", "method": "the ωB97M-V functional and the def2-TZVPD basis", "total_charge": 0, "molar_mass_g_mol": 117.06, "homo_lumo_gap_ha": 0.3763, "spin_multiplicity": 1, "relative_energy_ev": 3.921, "smiles": "N=C1NOC(=O)ON1", "e_tot_ha": -467.8202, "fmax_ha_per_bohr": 0.1103, "species": ["C", "C", "H", "H", "H", "N", "N", "N", "O", "O", "O"], "coordinates": [[-1.4492, -0.0583, 0.0448], [1.4263, -0.0075, 0.0060], [-3.2780, 0.5297, -0.9436], [-0.9031, 1.8613, 0.8671], [-0.8191, -1.9883, 0.4337], [-2.6399, -0.1082, -0.2527], [-0.6862, 1.1510, -0.1313], [-0.5430, -1.0109, 0.5314], [0.7909, 1.0645, 0.2820], [2.5631, 0.0125, -0.2659], [0.6736, -1.1058, -0.2279]], "forces_ev_per_a": [[2.207, 1.796, -0.999], [-0.101, -1.289, -2.150], [2.846, -1.403, 2.969], [0.150, -2.681, -4.120], [-0.720, 0.486, 0.350], [-3.356, -0.294, -2.292], [0.647, 3.701, 4.248], [-0.700, -2.513, 0.629], [-3.014, 2.100, 0.769], [2.709, -0.548, 0.166], [-0.668, 0.645, 0.431]], "nbo_charge": [0.51, 0.95, 0.43, 0.41, 0.39, -0.70, -0.33, -0.36, -0.39, -0.55, -0.35]}